# 1
24
Properties=species:S:1:pos:R:3:forces:R:3:lowdin_charge:R:1 method="wB97M-V/def2-TZVPD" multiplicity=1 gap_ha=0.28487 e_tot_ev=-32110.471 mol_weight_g_mol=189.329 charge=+1
C -2.701395 2.710633 0.201354 -0.16 -1.07 -0.50 -0.298
C -2.722078 -1.105797 0.069423 -0.66 -0.99 0.27 -0.785
C 2.130151 -1.272088 -0.408201 -0.34 -4.30 -0.68 -0.234
C 2.388985 -0.281397 0.678459 0.01 0.45 -0.37 -0.181
C 0.693300 -1.824018 -0.534237 -1.86 0.93 2.54 -0.117
C 1.407647 0.857822 0.412415 -0.46 1.79 0.85 -0.242
C -0.337077 -0.591058 -0.579212 0.41 -1.06 0.01 -0.356
N -1.569714 -1.176752 -0.212107 -0.20 0.82 -0.34 0.053
N -0.018086 0.486121 0.451823 -0.18 -2.86 0.74 -0.177
S -1.241351 2.312794 -0.217168 2.23 0.31 -0.27 1.084
S -4.214467 -1.381744 0.490321 0.16 0.57 -0.11 0.747
H -2.720996 3.262463 1.111643 -0.77 0.66 0.30 0.042
H 2.274316 -0.769351 -1.375922 0.82 -0.39 0.17 0.120
H 2.758645 -2.260909 -0.251277 -0.65 2.26 -0.74 0.162
H 2.277416 -0.640935 1.765260 0.43 0.39 -1.72 0.155
H 3.419210 0.028730 0.364336 -0.68 0.25 1.35 0.138
H 0.432538 -2.593260 -1.295056 0.61 0.92 0.09 0.129
H 0.300925 -2.326684 0.450947 1.18 0.72 -1.49 0.148
H 1.502587 1.616174 1.207066 0.12 -0.03 -0.35 0.125
H 1.455683 1.411223 -0.544743 0.95 -0.47 0.20 0.124
H -0.457263 -0.122861 -1.608921 0.57 -0.42 1.05 0.151
H -3.450436 2.140889 -0.305086 -1.14 0.23 0.43 0.038
H -0.205055 0.040254 1.410767 -0.03 0.84 -1.71 0.179
H -1.403486 1.479757 -1.281887 -0.36 0.45 0.28 -0.005


# 2
120
Properties=species:S:1:pos:R:3:forces:R:3:lowdin_charge:R:1 method="wB97M-V/def2-TZVPD" multiplicity=1 gap_ha=0.22631 e_tot_ev=-204021.963 mol_weight_g_mol=852.740 charge=-1
C -1.851102 -0.928948 -3.086419 0.23 0.01 0.37 -0.178
C -3.307893 -1.113646 -2.676181 0.10 -0.43 -0.73 -0.725
Br -3.391497 -2.869790 -1.825769 -0.15 0.20 0.31 0.648
C -4.274852 -0.895939 -3.899413 0.17 0.71 0.92 -0.705
Br -4.997719 -2.531433 -4.670223 0.03 -0.08 -0.33 0.695
N -5.249158 0.125940 -3.575266 -0.09 -0.18 -0.88 -0.174
C -5.089772 1.331095 -4.381783 0.11 -0.26 -0.45 -0.174
C -4.019862 2.199474 -3.747542 -0.39 -0.26 0.13 -0.171
F -3.905575 3.429586 -4.407799 0.07 -0.03 -0.01 -0.076
C -6.642212 -0.270145 -3.375005 -0.27 0.53 0.53 -0.164
C -6.879734 -1.078013 -2.067532 -0.24 -0.66 -0.06 -0.761
O -6.521841 -0.507289 -1.020263 0.30 0.22 0.15 -0.078
O -7.440960 -2.186973 -2.207944 -0.02 0.22 -0.03 -0.095
H -1.236923 -0.811026 -2.191268 0.00 -0.01 0.00 0.060
H -1.469986 -1.805215 -3.609690 -0.12 0.03 -0.18 0.065
H -1.705134 -0.045465 -3.710590 -0.08 0.04 -0.04 0.058
H -3.611430 -0.376164 -1.941442 -0.13 -0.20 0.20 0.084
H -3.643568 -0.497410 -4.693130 0.00 -0.10 -0.06 0.067
H -4.795190 1.104774 -5.420201 0.00 -0.04 0.00 0.126
H -6.035258 1.865138 -4.439956 0.17 0.04 0.20 0.094
H -3.053845 1.696735 -3.792695 0.14 0.14 0.02 0.096
H -4.291285 2.368972 -2.704148 0.07 0.17 0.00 0.125
H -7.187265 0.663041 -3.214646 0.04 0.01 0.03 0.103
H -7.103637 -0.752628 -4.241764 0.29 -0.25 -0.08 0.082
C -0.332766 -1.836799 1.746173 -0.04 -0.04 -0.11 -0.098
O -0.435843 -0.788653 0.805458 -0.02 -0.05 0.08 -0.193
C -0.760647 0.477458 1.354995 -0.11 0.17 -0.24 -0.210
C 0.445155 1.394032 1.344743 0.12 -0.09 0.15 -0.209
N 1.449126 0.951721 2.308278 0.08 -0.04 -0.12 -0.048
C 2.759604 1.578430 2.179062 -0.09 -0.07 0.16 -0.201
C 3.525565 1.410493 0.871044 0.16 0.16 -0.03 -0.225
O 4.007572 0.101361 0.633448 -0.04 0.00 -0.02 -0.201
C 3.057806 -0.819697 0.116904 0.12 -0.09 0.04 -0.079
H -0.315886 -2.774183 1.192472 0.00 0.02 -0.05 0.096
H 0.592488 -1.769374 2.323656 -0.06 -0.07 0.11 0.044
H -1.190144 -1.853532 2.425796 0.00 0.03 0.01 0.096
H -1.176394 0.380780 2.362291 0.08 -0.05 0.04 0.124
H -1.535937 0.912374 0.718259 -0.01 -0.01 0.02 0.125
H 0.130226 2.409744 1.603647 0.01 0.02 -0.01 0.122
H 0.828962 1.410576 0.316419 -0.06 0.07 -0.03 0.105
H 1.565982 -0.049141 2.224870 -0.06 -0.01 -0.03 0.054
H 3.390970 1.171196 2.974334 0.02 0.05 0.01 0.116
H 2.650116 2.649245 2.382702 0.00 0.02 -0.07 0.117
H 4.418116 2.039387 0.939491 0.01 -0.01 0.00 0.107
H 2.961404 1.775146 0.004111 -0.10 -0.10 0.02 0.114
H 2.345049 -0.334686 -0.554228 -0.04 0.03 0.04 0.091
H 2.521520 -1.337009 0.915525 -0.08 0.01 -0.04 0.066
H 3.608855 -1.574478 -0.444505 0.03 0.03 -0.01 0.089
C -12.121319 4.973961 -2.981562 0.01 -0.01 -0.09 -0.115
O -11.331528 5.781814 -3.830990 -0.06 -0.05 0.13 -0.192
C -10.683709 6.871214 -3.189112 0.05 0.21 -0.16 -0.223
C -9.190985 6.649735 -3.061701 0.01 -0.24 0.07 -0.222
N -8.883577 5.604427 -2.097117 0.00 -0.03 -0.15 -0.051
C -7.496379 5.140044 -2.105292 -0.11 -0.03 0.19 -0.190
C -6.916186 4.544016 -3.383797 0.16 0.00 0.05 -0.213
O -7.449344 3.282392 -3.742229 -0.26 0.34 -0.01 -0.209
C -8.693191 3.319186 -4.413336 0.07 -0.25 0.03 -0.086
H -12.734169 4.336788 -3.617007 0.03 0.00 -0.03 0.088
H -11.514834 4.331142 -2.335630 -0.03 0.03 0.07 0.078
H -12.782673 5.582330 -2.356878 0.01 0.00 0.03 0.085
H -11.135027 7.075849 -2.213188 0.03 -0.09 0.05 0.120
H -10.845531 7.749152 -3.821992 -0.02 0.00 0.02 0.118
H -8.725099 7.583395 -2.729730 0.03 0.01 -0.03 0.121
H -8.808853 6.420463 -4.065664 0.00 0.11 -0.04 0.104
H -9.486836 4.811050 -2.264061 -0.01 -0.02 0.00 0.068
H -7.413372 4.377579 -1.327589 0.05 0.01 0.01 0.126
H -6.856640 5.974580 -1.797926 0.01 0.02 -0.05 0.116
H -5.855189 4.371350 -3.198599 0.02 -0.03 -0.03 0.107
H -6.966069 5.233813 -4.236134 -0.13 0.01 0.00 0.116
H -8.772163 4.184044 -5.077904 -0.02 0.05 0.03 0.089
H -9.531198 3.315649 -3.711287 -0.06 0.09 -0.04 0.074
H -8.768198 2.409672 -5.010876 0.04 0.00 0.01 0.092
C 11.493854 -2.043591 -0.069928 0.02 0.07 -0.07 -0.120
O 10.651779 -1.445154 -1.031831 0.03 -0.08 0.13 -0.192
C 9.384064 -2.072643 -1.189359 -0.12 0.03 -0.25 -0.216
C 8.260597 -1.235073 -0.617225 0.09 0.04 0.21 -0.215
N 8.312040 -1.185756 0.837664 0.10 0.14 -0.06 -0.048
C 7.432147 -0.190221 1.451467 0.02 -0.24 0.12 -0.189
C 7.618715 1.277804 1.089664 -0.21 0.09 0.02 -0.223
O 8.806659 1.874590 1.581807 0.05 -0.04 -0.05 -0.178
C 9.971453 1.625090 0.822779 0.02 0.09 0.14 -0.105
H 12.492068 -1.630758 -0.209236 -0.01 0.03 -0.01 0.087
H 11.173474 -1.828719 0.955518 -0.01 -0.08 0.02 0.075
H 11.544805 -3.128299 -0.204532 -0.01 -0.02 0.03 0.086
H 9.388334 -3.076487 -0.753911 0.01 0.03 0.10 0.121
H 9.217190 -2.176892 -2.265029 0.01 -0.03 0.00 0.121
H 7.305472 -1.673645 -0.920895 -0.03 0.04 -0.01 0.125
H 8.333282 -0.238517 -1.072651 -0.05 -0.03 -0.11 0.104
H 9.262482 -1.001269 1.128248 0.02 0.01 -0.02 0.064
H 7.561025 -0.278321 2.533530 -0.04 0.01 0.01 0.121
H 6.395676 -0.464803 1.235127 -0.01 0.07 -0.06 0.104
H 6.802692 1.826250 1.565949 0.01 0.01 0.02 0.112
H 7.520431 1.459067 0.012181 0.10 -0.06 -0.03 0.115
H 9.755351 1.560328 -0.246997 -0.01 -0.06 -0.01 0.088
H 10.478256 0.711216 1.146952 0.00 -0.05 -0.12 0.071
H 10.656959 2.456807 0.988972 -0.03 0.02 0.00 0.086
C 4.322410 -7.464023 5.107458 -0.09 -0.03 -0.02 -0.117
O 3.105782 -6.986089 5.642085 0.15 0.01 -0.04 -0.190
C 3.239878 -6.150102 6.783487 -0.21 -0.01 0.17 -0.219
C 2.929643 -4.702971 6.464410 0.11 0.03 -0.20 -0.217
N 3.956493 -4.106382 5.620356 -0.13 -0.05 -0.08 -0.050
C 3.608598 -2.808518 5.046197 0.21 -0.05 0.02 -0.194
C 2.381125 -2.701437 4.147358 -0.04 0.23 0.00 -0.231
O 2.507624 -3.335920 2.888394 0.04 -0.07 0.13 -0.200
C 2.287539 -4.733835 2.889532 0.03 0.06 -0.21 -0.088
H 4.078293 -8.259320 4.405030 -0.03 0.01 -0.01 0.088
H 4.874273 -6.686801 4.567491 0.07 -0.01 0.05 0.076
H 4.966304 -7.876738 5.890014 0.03 0.02 0.00 0.086
H 4.234474 -6.251177 7.228769 0.05 0.04 -0.08 0.120
H 2.508911 -6.500524 7.517602 0.02 -0.02 0.01 0.121
H 2.873191 -4.140782 7.401671 -0.03 0.02 0.00 0.123
H 1.936924 -4.679005 5.996270 -0.06 -0.01 0.10 0.105
H 4.175735 -4.743058 4.866546 0.00 -0.02 0.00 0.066
H 4.469509 -2.478919 4.459217 -0.01 0.05 0.01 0.121
H 3.494790 -2.091718 5.866199 -0.06 0.00 0.01 0.118
H 2.246210 -1.638367 3.926529 0.01 0.01 0.00 0.108
H 1.460290 -3.023081 4.649817 0.04 -0.14 0.00 0.117
H 1.520723 -5.025365 3.611561 0.03 -0.01 0.05 0.092
H 3.209797 -5.286776 3.089621 -0.05 -0.06 0.10 0.072
H 1.949545 -5.012800 1.891452 -0.03 0.04 0.00 0.091


# 3
18
Properties=species:S:1:pos:R:3:forces:R:3:lowdin_charge:R:1 method="wB97M-V/def2-TZVPD" multiplicity=1 gap_ha=0.41812 e_tot_ev=-9893.633 mol_weight_g_mol=98.122 charge=+1
C -1.094961 0.058257 -1.356859 0.33 -1.42 -2.53 -0.145
C -1.178382 0.611659 -2.598458 -0.53 -0.79 2.52 0.087
N -0.810635 0.846551 -0.187608 -0.24 1.00 2.59 0.144
H -0.985042 -1.076982 -1.208238 0.06 2.11 -0.14 0.156
H -0.977901 0.000388 -3.425618 -0.28 -1.20 -0.93 0.054
H -1.558606 1.572073 -2.901125 0.58 0.74 0.60 0.078
H -0.661330 1.798889 -0.434611 0.46 1.09 -0.89 0.143
H 0.125486 0.502011 0.229318 -1.51 -0.07 0.22 0.125
H -1.502181 1.028195 0.616935 0.73 -1.66 -1.15 0.191
H 1.247745 -1.373870 1.644353 -0.98 1.07 0.40 0.107
H 1.706660 -0.806746 0.446629 0.28 0.81 -0.39 0.028
O 1.080752 -0.533989 1.149134 1.23 -1.86 -0.29 -0.069
H 4.091363 -0.264448 -0.113081 0.90 0.75 0.26 0.033
H 4.070666 -1.492365 -1.090578 -0.76 0.99 1.15 0.094
O 3.544509 -0.961839 -0.430053 -0.33 -1.71 -1.34 -0.054
H -2.271917 0.811129 3.227377 -0.04 -0.10 0.13 0.038
H -2.577862 -0.640949 3.577745 0.16 0.22 -0.47 0.059
O -2.248362 -0.077968 2.854745 -0.07 0.04 0.25 -0.069


Number 1: strongest force on any atom 4.36 eV/Å. Number 2: strongest force on any atom 1.17 eV/Å. Number 3: strongest force on any atom 2.92 eV/Å.